{"formula": "C8H12N2PPb", "method": "the ωB97M-V functional and the def2-TZVPD basis", "lumo_energy_ev": [-4.12, -4.15], "total_energy_ev": -25997.4813, "spin_multiplicity": 1, "total_charge": 1, "elements": ["C", "C", "C", "C", "C", "Pb", "P", "H", "H", "H", "H", "H", "H", "H", "H", "N", "C", "C", "N", "C", "H", "H", "H", "H"], "positions_angstrom": [[-2.2625, 0.6236, -2.4135], [-2.3886, 1.8171, -1.6568], [-3.0949, 1.5050, -0.4508], [-3.4011, 0.1169, -0.4530], [-2.8443, -0.4607, -1.6390], [0.9813, -1.8058, -0.8870], [2.4622, 0.0641, -1.8441], [-1.8410, 0.5482, -3.4207], [-2.0606, 2.8072, -1.9717], [-3.3881, 2.2202, 0.3143], [-2.8476, -1.5184, -1.9409], [-3.9020, -0.4458, 0.3416], [3.1788, 0.8593, -0.8828], [1.7889, 1.0129, -2.7101], [3.4846, -0.5175, -2.6800], [2.5503, -1.1270, 2.9558], [1.4096, -0.4114, 3.3443], [0.6969, -0.1802, 2.2043], [1.3954, -0.7410, 1.1302], [2.5095, -1.3098, 1.6347], [3.2916, -1.4630, 3.5707], [1.2187, -0.1221, 4.3561], [-0.2282, 0.3325, 2.0370], [3.2911, -1.8042, 1.0613]]}

***

{"formula": "C8H12N2S", "method": "the ωB97M-V functional and the def2-TZVPD basis", "lumo_energy_ev": [0.12, 0.76], "total_energy_ev": -22301.6203, "spin_multiplicity": 1, "total_charge": 0, "elements": ["C", "C", "C", "C", "C", "C", "C", "C", "N", "N", "S", "H", "H", "H", "H", "H", "H", "H", "H", "H", "H", "H", "H"], "positions_angstrom": [[0.6505, 0.6886, -1.7719], [-0.7371, 1.3995, 0.0098], [0.4862, -0.6302, -1.4102], [-0.9459, 0.0238, 0.3290], [0.0376, 1.6400, -1.0354], [-0.4204, -1.0297, -0.4210], [0.2628, 3.1462, -1.5710], [-0.6856, -2.3165, 0.0907], [0.6825, -1.8277, 2.8231], [0.9488, -2.5013, 1.6655], [-2.1353, -2.5815, 1.1317], [1.4447, 0.7043, -2.5179], [-1.3554, 2.2001, 0.5460], [0.9695, -1.3503, -1.9857], [-1.8383, -0.2458, 0.8571], [1.2515, 3.2124, -1.9560], [-0.3584, 3.3391, -2.4663], [-0.0410, 3.8154, -0.7755], [-0.3667, -3.1943, -0.3814], [0.9419, -0.9360, 2.8582], [-0.2358, -2.0176, 3.2601], [1.5188, -1.9367, 1.1271], [-1.8643, -3.7603, 1.6695]]}

***

{"formula": "C8H12N3", "method": "the ωB97M-V functional and the def2-TZVPD basis", "lumo_energy_ev": -3.36, "total_energy_ev": -12951.3599, "spin_multiplicity": 1, "total_charge": 1, "smiles": "CN(/[NH+]=C/N)c1ccccc1", "elements": ["C", "N", "N", "C", "N", "C", "C", "C", "C", "C", "C", "H", "H", "H", "H", "H", "H", "H", "H", "H", "H", "H", "H"], "positions_angstrom": [[-1.0922, -1.7207, -0.3970], [-0.6441, 0.0494, -0.2353], [-0.5586, 0.6315, -1.4660], [-0.5361, 0.1171, -2.6177], [-0.9398, 0.7992, -3.6617], [0.3750, 0.2432, 0.7598], [1.7645, 0.2453, 0.4378], [2.6180, 0.3139, 1.5257], [2.2101, 0.3120, 2.8634], [0.8298, 0.1753, 3.1227], [-0.0909, 0.0360, 2.0501], [-0.7349, -1.8985, 0.5801], [-2.1806, -1.6086, -0.6951], [-0.4133, -2.1411, -1.1347], [-0.9493, 1.5812, -1.3454], [-0.2144, -0.9759, -2.8637], [-0.7232, 0.4927, -4.5653], [-1.3283, 1.7343, -3.4959], [2.1758, 0.2542, -0.4866], [3.6171, 0.1121, 1.3583], [2.9166, 0.4199, 3.6933], [0.3997, 0.2029, 4.1150], [-1.1810, -0.0715, 2.2792]]}

***

{"formula": "C8H12N3", "method": "the ωB97M-V functional and the def2-TZVPD basis", "lumo_energy_ev": [-3.89, -5.65], "total_energy_ev": -12949.7044, "spin_multiplicity": 1, "total_charge": 1, "elements": ["C", "C", "C", "C", "C", "C", "C", "C", "N", "N", "N", "H", "H", "H", "H", "H", "H", "H", "H", "H", "H", "H", "H"], "positions_angstrom": [[2.5805, -0.7358, 1.1689], [1.8251, -1.0188, 2.3137], [0.6141, -0.1594, 0.0019], [2.0282, -0.2870, -0.0617], [-0.0414, -0.1563, 1.2114], [-0.1428, 0.0533, -1.2977], [-1.4256, 0.9180, -1.1812], [-3.6040, 0.5000, -0.1006], [0.5578, -0.5350, 2.3071], [-2.3034, 0.0980, -0.5390], [2.7895, -0.2656, -1.1658], [3.6737, -1.0342, 1.0868], [2.1852, -1.5880, 3.0756], [0.3884, 0.6872, -2.0996], [-0.4254, -0.9122, -1.7896], [-1.1463, 1.8576, -0.7018], [-1.7341, 1.2215, -2.1938], [-3.7512, 1.5053, 0.3627], [-4.3547, 0.4943, -1.0289], [-4.0095, -0.3982, 0.4553], [0.0797, -0.4389, 3.1794], [3.8224, 0.0073, -0.9875], [2.3937, 0.1867, -2.0156]]}

***

{"formula": "C8H12N3", "method": "the ωB97M-V functional and the def2-TZVPD basis", "lumo_energy_ev": -3.85, "total_energy_ev": -12948.0364, "spin_multiplicity": 1, "total_charge": 1, "smiles": "CC=C=C=NC(=C=NC)[NH2+]C", "elements": ["C", "C", "C", "C", "N", "C", "C", "N", "C", "N", "C", "H", "H", "H", "H", "H", "H", "H", "H", "H", "H", "H", "H"], "positions_angstrom": [[1.7279, 1.7675, -2.8473], [1.2193, 2.1900, -1.4751], [0.4561, 1.6225, -0.6097], [0.1016, 1.4849, 0.6395], [-0.0703, 0.7677, 1.6416], [-0.4459, -0.5380, 1.4073], [-0.6500, -0.9271, 0.1549], [-0.6258, -0.3760, -0.9337], [-1.6034, -0.1477, -1.9438], [-0.6533, -1.3165, 2.6698], [0.1812, -2.4779, 3.0395], [1.2043, 2.5403, -3.4629], [2.7503, 2.0482, -2.9327], [1.6090, 0.8027, -3.1139], [1.6129, 3.1978, -1.2123], [-2.2844, 0.7195, -1.5623], [-1.2872, 0.0344, -2.9398], [-2.1903, -1.1122, -1.9052], [-1.6178, -1.4826, 2.5586], [-0.5031, -0.5444, 3.4134], [-0.0351, -3.3461, 2.4304], [1.1938, -2.1665, 2.9451], [-0.0895, -2.7404, 4.0387]]}

***

{"formula": "C8H12N3O3", "method": "the ωB97M-V functional and the def2-TZVPD basis", "lumo_energy_ev": -4.74, "total_energy_ev": -19090.3880, "spin_multiplicity": 1, "total_charge": 1, "elements": ["C", "C", "C", "C", "C", "C", "C", "C", "N", "N", "N", "O", "O", "O", "H", "H", "H", "H", "H", "H", "H", "H", "H", "H", "H", "H"], "positions_angstrom": [[-4.0472, -1.4104, 2.6775], [-2.9191, -2.3711, 0.7522], [-1.2950, -1.0362, -0.2745], [1.3852, 2.1628, 0.5001], [-4.0362, -2.5311, 1.7369], [2.1323, 1.5115, -0.7006], [1.6387, 0.1369, -1.1247], [0.1997, 0.1403, -1.5988], [-3.9798, -0.5389, 3.3763], [-1.4054, -2.7291, -1.3670], [-2.2878, -1.1723, 0.6831], [-2.4949, -3.3103, 0.0418], [-0.4173, -3.2744, -1.5281], [-0.7716, 0.0915, -0.5086], [2.0132, 2.8625, 0.8833], [0.5087, 2.8672, 0.2503], [1.1113, 1.3768, 1.2147], [-5.0064, -2.6018, 1.2140], [-4.1601, -3.4700, 2.1902], [2.0875, 2.1351, -1.4921], [3.1106, 1.3897, -0.3683], [2.1155, -0.1110, -1.9823], [1.8768, -0.6374, -0.4039], [0.0992, 1.2755, -1.8498], [0.1598, -0.6893, -2.3792], [-2.5219, -0.4328, 1.3339]]}

***

Energy relative to the best compared isomer or geometry (same formula, charge and spin) / eV: 0.3634, 4.2382, 3.4507, 5.1063, 6.7743, 5.9804